# C3H6FNO2

A cluster of 2 separate species, C3H6FNO2 in total in a non-equilibrium geometry (ωB97M-V/def2-TZVPD, the Open Molecules 2025 dataset).

Last column: Löwdin charge in e.
Cartesian coordinates (Å):
C1 1.101 0.660 1.007  -0.3930
C2 -1.569 0.041 0.671  0.0393
C3 -0.260 0.870 0.443  -0.4371
N1 0.839 -1.003 -1.520  0.0641
O1 2.189 0.186 1.144  0.1487
O2 0.311 1.547 1.612  0.1777
F1 -0.423 1.599 -0.639  0.1183
H1 -1.383 -0.620 1.523  0.0876
H2 -1.555 -0.446 -0.286  0.0614
H3 -2.434 0.725 0.914  0.1109
H4 1.400 -0.828 -0.745  -0.0294
H5 1.435 -0.899 -2.336  0.0285
H6 0.347 -1.833 -1.788  0.0230

Atoms 1-6, force components in eV/Å:
-0.8043 -0.3206 -0.0596
1.9488 1.5747 0.8442
-0.8961 -1.6477 1.1958
-0.6354 0.8502 -3.5080
-0.8341 0.4379 -0.2544
0.4226 0.7028 0.2451

The net charge is 0. The LUMO energy is 0.8 eV. Its HOMO-LUMO gap is 10.82 eV. The SMILES is C[C@@]1(F)OC1=O.N. For the HOMO energy, the calculation gives -9.98 eV.